Entry from OMol25: a molecular structure, C5H10CuO3 (ωB97M-V/def2-TZVPD).

* M: 181.7 u
* multiplicity: 2
* <S²>: 0.758
* total charge: 0
* frontier orbital gap (spin up / spin down): 6.931 / 7.930 eV

XYZ file:
```
19
C5H10CuO3, DFT ωB97M-V/def2-TZVPD
Cu 1.2689 0.1577 -0.6898
O 0.1510 -1.3614 -0.0732
O -0.7280 1.1671 -0.5930
O 2.2469 1.1264 0.7188
C 0.1693 2.2947 -0.3057
C -1.2218 -1.0251 0.1549
C 0.3846 -2.7520 -0.2496
C 1.9499 2.0465 -0.2803
C -1.3154 0.4542 0.4695
H -0.0624 3.0504 -1.0726
H -1.5995 -1.6134 1.0041
H 0.0957 -3.2950 0.6609
H -0.2037 -3.1268 -1.0998
H -0.7832 0.6535 1.4151
H 1.4560 -2.8855 -0.4331
H -1.8051 -1.2784 -0.7438
H -2.3767 0.7233 0.5831
H -0.0948 2.6424 0.7136
H 2.4685 3.0213 -0.1792
```

=====

Entry from OMol25: a molecular structure, C5H10CuO4 (ωB97M-V/def2-TZVPD).

* M: 197.7 u
* multiplicity: 2
* <S²>: 0.779
* total charge: 0
* frontier orbital gap (spin up / spin down): 4.512 / 7.459 eV

XYZ file:
```
20
C5H10CuO4, DFT ωB97M-V/def2-TZVPD
Cu -3.5406 2.8770 -2.1684
O -0.2176 0.5486 -1.9306
O -2.4607 0.6769 -2.1194
O -1.2118 2.4919 -2.2632
O 1.8048 -0.9531 0.2333
C -1.3422 1.2481 -2.1399
C 1.0266 -1.4141 -1.4104
C 0.9830 0.3985 2.7743
C 2.1655 -0.3108 2.1898
C -0.3376 -0.8334 -1.6009
H 1.7559 -1.0728 -2.1558
H 3.0610 0.3033 2.0359
H -0.8660 -1.3566 -2.4146
H 0.0911 -0.2512 2.7838
H 2.6942 -1.2828 0.0767
H 2.4211 -1.2654 2.6666
H 1.1796 0.6968 3.8160
H 0.7285 1.2961 2.1931
H 0.9996 -2.5107 -1.3816
H -0.9374 -0.9467 -0.6840
```

=====

Entry from OMol25: C5H10FN in the gas phase (ωB97M-V/def2-TZVPD).

* M: 103.1 u
* multiplicity: 1
* SMILES string: FCCN1CCC1
* total charge: 0
* frontier orbital gap: 9.979 eV

XYZ file:
```
17
C5H10FN, DFT ωB97M-V/def2-TZVPD
F 1.9276 0.3041 1.0255
N -0.7455 0.4954 0.4332
C 0.2654 1.4933 -0.1341
C -1.4226 -1.5125 0.1910
C -1.0153 -0.4642 -0.8645
C -0.3615 -0.6775 1.1760
C 1.6878 0.8957 -0.2932
H 2.4408 1.6793 -0.3907
H -1.6904 -0.2549 -1.6541
H 0.1358 -0.5935 -1.3166
H -0.0431 1.6532 -1.2334
H -1.2934 -2.5109 -0.2911
H -0.3249 -0.5904 2.4897
H 0.7561 -1.1840 0.7837
H 0.4283 2.2366 0.6342
H -2.3226 -1.0543 0.4493
H 1.5774 0.0848 -1.0051
```

=====

Entry from OMol25: C5H10FNO2Si in the gas phase (ωB97M-V/def2-TZVPD).

* M: 163.2 u
* multiplicity: 1
* total charge: 0
* frontier orbital gap: 9.173 eV

XYZ file:
```
20
C5H10FNO2Si, DFT ωB97M-V/def2-TZVPD
Si -0.9320 1.0654 -0.7983
F -0.5934 0.9940 -2.3893
O -4.1752 -0.5349 -0.6231
O -2.4841 0.8112 -0.5585
N -2.9631 -0.5479 -0.5610
C -2.1031 -1.4812 -0.5110
C -0.3774 2.7636 -0.1922
C 0.1491 -0.6256 1.3204
C 0.7687 -1.2809 -1.0734
C -0.1200 -0.4882 -0.1664
H 0.9968 -0.7301 -2.0402
H -2.1867 -2.5324 -0.8320
H 0.5967 2.8831 -0.1500
H 0.2778 -2.1580 -1.3144
H -0.7921 3.5335 -0.7225
H -0.8646 -0.4072 1.8822
H 0.9583 0.0706 1.5829
H -0.6083 3.0305 0.7694
H 1.7516 -1.7035 -0.5807
H 0.7254 -1.5983 1.4501
```

=====

Values for ΔE to the lowest compared entry with this formula, charge and spin, eV, ordered as above
1.930; 2.391; 5.091; 2.673